A cluster of 2 separate species, C25H36FOSi in total in a non-equilibrium geometry. Source: OMol25; level of theory: ωB97M-V/def2-TZVPD.

- total charge = +1
- relative energy (zero: lowest compared OMol25 entry of this formula, charge and spin) (kcal/mol) = 1.7
- calculated total energy (eV) = -39145.130

XYZ file:
```
64
C25H36FOSi | OMol25 | ωB97M-V/def2-TZVPD
C -0.11 -2.51 -0.03
C -0.52 -1.03 -0.14
C 0.08 -0.41 -1.40
Si -0.21 -0.05 1.46
C 0.52 1.67 1.11
C 1.87 1.91 1.79
C -0.45 2.80 1.41
C -1.81 0.11 2.47
C -1.67 -0.46 3.88
C -3.03 -0.48 1.77
O 0.82 -0.95 2.43
C 2.13 -1.30 2.41
C 2.50 -2.58 2.58
C 3.86 -3.03 2.22
H -0.55 -3.06 -0.88
H 0.98 -2.63 -0.08
H -0.48 -2.97 0.89
H -1.61 -1.01 -0.24
H -0.19 -1.02 -2.27
H -0.30 0.61 -1.56
H 1.18 -0.37 -1.34
H 0.70 1.65 0.02
H 2.15 2.97 1.66
H 1.83 1.71 2.87
H 2.66 1.30 1.34
H -0.05 3.75 1.03
H -1.43 2.64 0.94
H -0.61 2.92 2.49
H -1.97 1.20 2.57
H -2.61 -0.31 4.43
H -1.46 -1.54 3.85
H -0.87 0.05 4.44
H -3.93 -0.26 2.36
H -3.18 -0.05 0.78
H -2.94 -1.57 1.68
H 2.85 -0.48 2.31
H 1.80 -3.31 2.98
H 3.86 -4.10 2.01
H 4.22 -2.50 1.33
H 4.59 -2.86 3.02
F 7.57 -3.17 5.52
C 6.24 -3.42 5.75
C 5.89 -4.68 6.24
C 4.53 -4.94 6.47
C 3.59 -3.95 6.29
C 3.95 -2.64 5.85
C 2.91 -1.68 5.76
C 3.01 -0.27 5.76
C 1.79 0.46 5.59
C 1.78 1.84 5.45
C 2.99 2.55 5.47
C 4.19 1.87 5.70
C 4.20 0.50 5.92
C 5.32 -2.41 5.50
H 6.65 -5.44 6.42
H 4.22 -5.93 6.81
H 2.53 -4.13 6.50
H 1.90 -2.08 5.73
H 0.86 -0.11 5.60
H 0.83 2.37 5.34
H 2.99 3.63 5.32
H 5.13 2.43 5.73
H 5.11 -0.01 6.23
H 5.63 -1.47 5.07
```


The ion C4H7N2O with charge +1 in a non-equilibrium geometry. Source: OMol25; level of theory: ωB97M-V/def2-TZVPD.

- total charge = +1
- SMILES = C/N=C1/C=[NH+]CO1
- relative energy (zero: lowest compared OMol25 entry of this formula, charge and spin) (kcal/mol) = 71.5
- calculated total energy (eV) = -9279.690

XYZ file:
```
14
C4H7N2O | OMol25 | ωB97M-V/def2-TZVPD
C -1.03 -0.02 -2.34
N 0.20 0.37 -1.71
C 0.37 -0.02 -0.39
C 1.41 0.45 0.54
N 0.98 0.23 1.75
C -0.27 -0.37 1.73
O -0.59 -0.60 0.35
H -0.84 -0.53 -3.26
H -1.45 0.95 -2.37
H -1.53 -0.71 -1.82
H 2.40 0.92 0.35
H 1.52 0.28 2.58
H -0.22 -1.26 2.42
H -0.95 0.30 2.16
```


The ion C9H15ClNSi with charge +1 in a non-equilibrium geometry. Source: OMol25; level of theory: ωB97M-V/def2-TZVPD.

- total charge = +1
- SMILES = C[NH+](C)C[Si@H](Cl)c1ccccc1
- relative energy (zero: lowest compared OMol25 entry of this formula, charge and spin) (kcal/mol) = 0.0
- calculated total energy (eV) = -31460.031

XYZ file:
```
27
C9H15ClNSi | OMol25 | ωB97M-V/def2-TZVPD
C -0.51 -2.12 -0.75
N 0.56 -1.11 -0.34
C 1.70 -1.16 -1.15
C 0.83 -1.33 1.13
Si 1.32 0.36 2.04
Cl 0.69 -0.12 3.86
C 0.00 1.47 1.20
C 0.27 2.58 0.32
C -0.76 3.36 -0.13
C -2.09 3.11 0.13
C -2.40 2.00 0.97
C -1.38 1.30 1.57
H -0.29 -3.17 -0.61
H -1.27 -1.96 -0.07
H -0.82 -2.02 -1.76
H 0.07 -0.21 -0.53
H 2.33 -2.03 -0.84
H 1.59 -1.23 -2.21
H 2.38 -0.36 -0.68
H -0.19 -1.37 1.49
H 1.40 -2.17 1.32
H 2.71 0.83 1.97
H 1.32 2.84 0.17
H -0.52 4.37 -0.76
H -2.86 3.78 -0.38
H -3.49 1.72 1.07
H -1.62 0.49 2.30
```


A cluster of 9 separate species, C36H39ClO27 in total in a non-equilibrium geometry. Source: OMol25; level of theory: ωB97M-V/def2-TZVPD.

- SMILES = O=C(Cl)Cc1ccc2c(c1)C(=O)C=CC2=O.O=C1OCCO1.O=C1OCCO1.O=C1OCCO1.O=C1OCCO1.O=C1OCCO1.O=C1OCCO1.O=C1OCCO1.O=C1OCCO1
- calculated total energy (eV) = -105769.925

XYZ file:
```
103
C36H39ClO27 | OMol25 | ωB97M-V/def2-TZVPD
O 0.97 -3.62 3.80
C 0.47 -2.56 3.58
Cl 0.52 -1.20 4.73
C -0.26 -2.25 2.27
C -1.76 -2.13 2.59
C -2.34 -2.98 3.51
C -3.70 -2.88 3.82
C -4.42 -1.89 3.20
C -3.82 -1.02 2.30
C -2.49 -1.14 1.98
C -4.65 0.08 1.70
O -4.47 0.49 0.58
C -5.69 0.64 2.63
C -6.29 -0.20 3.46
C -5.90 -1.67 3.46
O -6.69 -2.57 3.61
H 0.04 -1.26 1.96
H -0.03 -3.03 1.54
H -1.78 -3.75 4.04
H -4.17 -3.54 4.55
H -2.02 -0.47 1.26
H -5.95 1.69 2.66
H -7.04 0.18 4.15
O 1.60 -1.01 0.79
C 2.36 -1.69 0.17
O 2.91 -1.34 -1.01
C 3.94 -2.29 -1.30
C 3.50 -3.50 -0.51
O 2.78 -2.91 0.58
H 3.99 -2.49 -2.37
H 4.89 -1.90 -0.96
H 2.82 -4.15 -1.08
H 4.33 -4.10 -0.15
O -2.82 1.14 5.65
C -1.88 1.84 5.87
O -1.93 3.19 5.92
C -0.67 3.65 6.42
C 0.26 2.52 6.07
O -0.62 1.38 6.09
H -0.39 4.59 5.95
H -0.76 3.81 7.50
H 0.69 2.62 5.07
H 1.06 2.39 6.79
O -1.71 6.50 1.88
C -2.31 5.54 1.49
O -2.96 5.49 0.30
C -3.34 4.12 0.08
C -3.36 3.56 1.48
O -2.40 4.37 2.16
H -4.30 4.06 -0.41
H -2.58 3.65 -0.54
H -4.33 3.68 1.96
H -3.08 2.51 1.50
O 4.54 -3.14 -4.99
C 3.66 -2.41 -5.31
O 2.91 -2.57 -6.43
C 1.81 -1.65 -6.35
C 2.34 -0.59 -5.41
O 3.26 -1.33 -4.60
H 1.56 -1.26 -7.33
H 0.95 -2.18 -5.95
H 2.88 0.20 -5.94
H 1.56 -0.15 -4.80
O 7.23 -1.82 0.50
C 6.63 -1.08 1.22
O 6.01 -1.46 2.36
C 5.60 -0.27 3.05
C 5.51 0.74 1.93
O 6.48 0.25 0.99
H 4.65 -0.42 3.56
H 6.36 -0.02 3.79
H 4.53 0.76 1.46
H 5.76 1.75 2.26
O 3.51 2.92 1.97
C 2.75 3.76 1.60
O 2.04 3.69 0.44
C 1.08 4.76 0.47
C 1.70 5.74 1.42
O 2.47 4.90 2.28
H 0.94 5.17 -0.53
H 0.13 4.36 0.83
H 2.37 6.45 0.92
H 0.96 6.30 1.98
O -1.72 3.82 -2.73
C -2.32 2.86 -3.11
O -2.98 2.79 -4.29
C -3.37 1.42 -4.47
C -3.39 0.89 -3.06
O -2.42 1.71 -2.41
H -4.34 1.36 -4.96
H -2.62 0.93 -5.10
H -4.35 1.03 -2.57
H -3.11 -0.16 -3.00
O -0.98 -3.59 -6.79
C -0.36 -4.58 -6.99
O -0.02 -5.04 -8.22
C 0.91 -6.11 -8.05
C 0.60 -6.58 -6.65
O 0.11 -5.40 -6.02
H 0.76 -6.88 -8.80
H 1.92 -5.71 -8.14
H -0.18 -7.35 -6.63
H 1.48 -6.96 -6.13
```


> Number 2 is which compound?

C4H7N2O